# 1
# C6H10S

2 unconnected molecules or ions with the total composition C6H10S (the ωB97M-V functional and the def2-TZVPD basis, the Open Molecules 2025 dataset).

Calculated values
**Net charge**: 0
**Highest occupied orbital energy (spin up / spin down)**: -7.3363 / -7.3317 eV
**LUMO level (spin up / spin down)**: -0.077 / -0.077 hartree
**Max |F|**: 3.044 eV/A
**ΔE to the lowest compared entry with this formula, charge and spin**: 131.2 kcal per mole
**Molecular weight**: 114.21 u

```
17
Properties=species:S:1:pos:R:3:forces:R:3
C 1.162 -2.546 -0.443 -1.1455 0.9738 0.1711
C 0.593 -1.511 -0.260 0.4257 -0.8162 0.2857
C -2.059 0.627 0.868 -0.9293 0.4580 -1.0615
C 0.076 0.597 -1.331 0.7458 1.6663 0.7308
C -0.591 0.259 1.102 0.1455 2.0751 -0.3380
C 0.099 -0.258 -0.106 1.6728 2.5074 0.4272
S 3.046 0.694 0.131 0.0337 -0.8924 0.0380
H 1.559 -3.385 -0.833 1.2171 -2.3534 -0.6375
H -2.356 1.442 1.526 -0.0065 -0.3046 0.3899
H -2.128 1.113 -0.120 -0.1101 -0.2810 0.2297
H -2.845 -0.155 0.881 0.7989 0.1296 0.1904
H 0.951 0.495 -2.012 -0.9358 -0.3375 0.5415
H -0.860 0.247 -1.674 -1.1823 -0.2544 -1.6750
H -0.086 1.710 -1.123 0.3748 -1.5518 0.0379
H -0.134 1.289 1.226 -0.1086 -1.1944 0.1283
H -0.431 -0.283 2.001 0.2221 -0.7157 0.5191
H 4.005 -0.336 0.167 -1.2183 0.8911 0.0227
```
Forces are in eV/Å.

=====

# 2
# C3H5N3

C3H5N3 in the gas phase (the ωB97M-V functional and the def2-TZVPD basis, the Open Molecules 2025 dataset).

Calculated values
**Net charge**: 0
**Highest occupied orbital energy**: -9.1031 eV
**LUMO level**: 0.036 hartree
**SMILES string**: [H]/N=C1\CN=CN1
**Max |F|**: 3.013 eV/A
**ΔE to the lowest compared entry with this formula, charge and spin**: 37.2 kcal per mole
**Molecular weight**: 83.09 u

```
11
Properties=species:S:1:pos:R:3:forces:R:3
H 1.329 0.782 1.876 -0.6826 -0.0975 0.4096
N 0.699 -0.029 1.905 0.2954 -0.8685 -0.5401
C 0.166 -0.134 0.744 0.1071 0.7717 -0.1153
C 0.110 1.015 -0.210 -0.0151 0.2153 -0.8626
N -0.240 0.498 -1.572 -0.0577 -1.1028 1.0749
C -0.565 -0.713 -1.432 0.1570 -0.7229 2.9204
N -0.500 -1.174 0.149 0.2493 0.7460 -1.1167
H -0.691 1.679 0.149 0.2471 -0.0195 -0.3499
H 1.065 1.551 -0.184 -0.2934 0.0877 -0.4145
H -0.881 -1.457 -2.190 0.2195 0.6270 0.7494
H -0.491 -2.017 0.763 -0.2266 0.3634 -1.7552
```
Forces are in eV/Å.

=====

# 3
# C25H48CaCl3N4O4Si

A molecular structure, C25H48CaCl3N4O4Si (the ωB97M-V functional and the def2-TZVPD basis, the Open Molecules 2025 dataset).

Calculated values
**Net charge**: -1
**Highest occupied orbital energy**: -3.1028 eV
**LUMO level**: 0.070 hartree
**Max |F|**: 2.364 eV/A
**ΔE to the lowest compared entry with this formula, charge and spin**: 0.0 kcal per mole
**Molecular weight**: 643.21 u

```
86
Properties=species:S:1:pos:R:3:forces:R:3
C 1.860 -1.218 -4.891 -0.1523 -0.2639 0.0382
C 1.253 0.128 -4.627 0.4987 1.5142 0.1909
H 2.226 -1.278 -5.923 -0.0017 -0.1065 0.1645
H 1.178 -2.063 -4.694 0.1582 0.4129 -0.0293
H 2.711 -1.328 -4.202 -0.1116 -0.1064 -0.2091
C 0.909 1.004 -5.586 0.3446 -0.0133 0.5572
C 0.741 0.667 -7.028 0.0846 -0.0021 -0.4819
H 0.737 2.055 -5.326 -0.2430 -0.3778 0.1063
H 0.498 -0.387 -7.203 0.0534 0.1445 0.1020
H 1.639 0.902 -7.608 0.0544 -0.0315 -0.1955
H -0.068 1.265 -7.459 -0.0322 -0.0545 -0.0612
Ca -0.224 -1.134 0.987 -0.0914 0.2561 -0.6909
Cl 2.293 -0.557 0.218 0.1271 0.1909 0.5062
Cl -1.422 -3.659 1.129 -0.8823 0.7717 1.2696
C 0.598 2.118 1.096 -0.6630 -0.9326 0.2601
O -0.309 1.277 1.350 1.0805 1.1400 -0.4298
N 0.429 3.447 1.152 -0.5883 -0.1713 0.1164
C -0.928 3.970 1.276 0.0371 0.2338 0.0809
C 1.570 4.352 1.191 -0.0073 -0.2879 -0.3580
H 1.604 1.788 0.793 -0.1616 -0.1109 0.2259
H -1.595 3.127 1.487 0.1681 0.2700 -0.0246
H -1.255 4.460 0.344 0.2607 -0.1790 0.2396
H -0.979 4.706 2.091 -0.0016 -0.1922 -0.1125
H 2.478 3.740 1.146 -0.1559 0.2411 -0.0198
H 1.571 4.931 2.120 -0.0537 -0.1204 -0.0157
H 1.567 5.041 0.341 -0.0683 -0.1427 0.0796
H -2.018 -1.870 -3.404 -0.2415 0.3311 0.3809
H -2.440 1.008 -3.966 -0.1395 -0.2799 0.1372
C -2.975 -1.672 -2.888 0.2067 -0.1700 -0.1556
C -3.331 0.738 -3.377 0.2162 0.1571 -0.0828
N -3.037 -0.297 -2.400 0.0190 0.1720 0.7105
H -3.094 -2.380 -2.058 0.0580 0.2837 -0.1536
C -2.655 0.088 -1.168 0.1927 -0.9398 -0.0678
O -2.348 -0.658 -0.216 -0.1739 0.7747 -0.7027
H -3.678 1.622 -2.830 -0.0300 -0.0640 -0.2961
H -2.642 1.191 -1.060 -0.1189 -0.3278 0.1375
H -3.788 -1.798 -3.618 0.0966 -0.0469 0.3083
H -4.117 0.392 -4.059 0.0752 0.0879 0.2326
O -0.185 -0.368 -3.164 -1.8379 0.4526 1.1514
C 0.922 0.383 -3.137 0.6996 -0.7820 -0.6982
C -0.389 2.490 -2.478 0.0305 0.3362 -0.1646
C 0.839 1.861 -2.696 -0.1803 -0.6430 -0.1147
H -1.288 1.875 -2.401 0.4825 0.2042 -0.4492
C -0.458 3.886 -2.362 0.1070 -0.2742 0.2818
H 1.710 -0.089 -2.502 0.1353 0.3626 -0.0659
C 2.010 2.600 -2.518 0.1333 0.4225 -0.0822
H -1.442 4.371 -2.277 0.4728 -0.1190 -0.0053
C 0.720 4.639 -2.343 -0.0666 0.0241 -0.0178
C 1.964 3.989 -2.382 -0.4575 -0.1474 0.1568
H 2.964 2.070 -2.481 -0.2093 0.1291 -0.2695
H 0.663 5.729 -2.267 0.0721 -0.2928 -0.0465
H 2.881 4.573 -2.296 -0.1537 -0.1455 -0.0165
Si 0.004 -4.355 -0.535 1.2173 -1.5999 -1.0111
Cl 0.014 -2.344 -1.320 0.1051 -1.6283 -0.7518
C -1.481 -5.529 -1.001 -0.2320 0.0363 0.1322
C 1.358 -4.531 0.835 -0.1037 -0.0863 0.4196
C 1.124 -5.301 -1.802 0.3062 0.7760 -0.5366
H -2.369 -4.945 -1.286 0.1570 -0.0707 0.2328
H -1.758 -6.145 -0.128 0.0085 0.2647 -0.1957
H -1.267 -6.217 -1.834 0.1659 0.2944 0.2225
H 0.708 -5.310 -2.817 0.0722 -0.0714 0.0490
H 1.214 -6.344 -1.457 -0.0698 0.2190 0.0096
H 2.131 -4.863 -1.849 -0.0868 -0.1524 -0.0850
H 1.646 -3.556 1.265 -0.2398 -0.2356 -0.0516
H 2.295 -4.988 0.473 -0.4521 0.1619 -0.0803
H 0.974 -5.162 1.655 0.1082 0.2713 -0.1232
C -2.253 -0.574 3.523 -0.2616 -0.3883 -0.3379
N -1.170 -0.192 4.413 0.3766 0.2383 0.4979
C -1.470 0.907 5.330 0.1821 -0.1294 -0.0780
C 0.072 -0.670 4.121 0.2391 -0.8406 -1.5024
O 0.195 -1.530 3.187 -0.5089 1.6392 1.6257
N 1.227 -0.162 4.684 -0.7316 -0.1324 0.2688
C 1.421 0.032 6.114 -0.1137 0.0677 -0.1430
C 2.401 -0.513 3.903 0.4589 -0.2058 -0.6577
H -3.192 -0.257 3.983 0.1092 -0.2331 -0.1314
H -2.262 -1.656 3.358 -0.0603 0.2110 0.0373
H -2.177 -0.070 2.542 -0.0243 -0.0557 0.3155
H -1.628 0.536 6.354 0.0186 0.1879 -0.2214
H -0.676 1.662 5.333 -0.1279 -0.1542 -0.0363
H -2.404 1.373 4.991 0.3579 -0.0033 0.1305
H 1.999 -0.793 6.556 -0.1407 0.0999 -0.1235
H 1.969 0.968 6.285 -0.1114 -0.1691 0.0508
H 0.455 0.089 6.617 0.2297 -0.0232 0.0449
H 2.490 -1.603 3.775 0.1565 0.3303 0.1846
H 2.295 -0.101 2.885 0.2222 -0.1929 0.3690
H 3.306 -0.104 4.366 -0.2681 -0.0130 0.0593
```
Forces are in eV/Å.